Entry 1:
71
Properties=species:S:1:pos:R:3:forces:R:3 method="wB97M-V/def2-TZVPD" charge=-2 e_tot_ha=-16628.3024 homo_ev=-0.951
Mo -0.2614 0.5029 -0.4446 -2.753 -1.050 6.483
O -0.3668 -1.2152 -0.9190 0.596 -4.446 -1.391
C -0.8528 -2.4227 -0.9051 -0.375 -0.813 0.214
C -1.8201 -2.7848 -1.8519 0.101 0.357 -0.179
C -2.3525 -4.0545 -1.8687 0.187 0.072 0.147
C -1.9132 -5.0032 -0.9493 -0.087 -0.316 0.043
C -0.9758 -4.6639 0.0049 0.155 0.168 0.048
C -0.4388 -3.3748 0.0653 -0.572 0.148 -0.812
C 0.5206 -2.9929 1.0661 0.632 0.563 0.604
N 0.9327 -1.7943 1.1536 -0.135 -0.637 -0.093
C 1.9002 -1.3652 2.0920 0.408 0.059 0.394
C 2.6321 -0.1273 1.5359 0.664 -0.616 0.563
N 1.7145 0.9070 1.1676 -0.550 1.163 0.966
C 1.4685 1.8185 2.0597 1.153 -1.563 -0.863
C 0.5745 2.9142 1.9095 -1.241 1.141 -0.319
C 0.3490 3.8064 2.9722 0.165 -0.462 -0.302
C -0.5332 4.8553 2.8485 0.030 0.255 0.422
C -1.2147 5.0714 1.6567 0.158 -0.403 -0.377
C -1.0219 4.2150 0.5861 -0.224 0.456 -0.008
C -0.1461 3.1385 0.7024 0.460 -0.445 0.298
O 0.0096 2.3079 -0.3007 1.319 4.629 0.588
H -2.1448 -2.0366 -2.5655 -0.083 0.016 0.012
H -3.1100 -4.2946 -2.6006 -0.061 -0.015 -0.032
H -2.3084 -6.0094 -0.9824 -0.055 -0.049 0.047
H -0.6418 -5.3966 0.7334 -0.012 -0.021 0.001
H 0.8686 -3.7856 1.7561 0.062 0.031 -0.065
H 2.6295 -2.1591 2.3428 0.009 0.159 0.053
H 1.3981 -1.0647 3.0237 0.065 -0.005 -0.073
H 3.2011 -0.4143 0.6492 -0.037 0.073 0.199
H 3.3414 0.2092 2.3139 -0.069 0.021 -0.144
H 1.9908 1.7643 3.0295 0.018 0.027 -0.132
H 0.8699 3.6341 3.9061 0.050 0.037 0.090
H -0.6992 5.5102 3.6911 -0.014 0.084 0.076
H -1.9016 5.8992 1.5598 -0.087 0.039 0.021
H -1.5604 4.3480 -0.3459 0.047 -0.090 0.044
Br 0.4189 2.7623 -4.4074 0.388 -0.253 0.081
C 1.8446 1.5815 -3.9529 -0.988 0.066 0.534
C 3.0161 1.5717 -4.6898 0.769 -0.520 0.170
C 4.0304 0.7090 -4.3250 0.031 0.623 -0.729
Br 5.6605 0.8057 -5.3222 -0.010 -0.066 0.023
C 3.9058 -0.2087 -3.2720 -0.178 -0.126 0.196
C 4.8810 -1.1331 -2.8535 -0.244 -0.567 0.706
C 4.5831 -2.0029 -1.8131 0.861 0.463 -0.989
C 3.3273 -1.9580 -1.2285 -1.235 0.596 -0.054
N 2.3958 -1.0773 -1.5697 0.978 -0.608 0.304
C 2.6761 -0.2072 -2.5534 0.409 -0.209 -0.085
C 1.6564 0.7425 -2.8523 -0.835 0.566 -0.095
O 0.5976 0.7911 -2.1062 2.761 0.451 -3.488
H 3.1293 2.2452 -5.5258 0.061 0.011 -0.015
H 5.8446 -1.1736 -3.3391 0.042 0.070 -0.049
H 5.3265 -2.7074 -1.4634 -0.025 -0.061 -0.031
H 3.0453 -2.6462 -0.4401 0.035 -0.064 0.073
Se -6.2566 0.7066 -0.2940 0.597 -0.053 0.417
Sb -4.6500 0.8832 -2.1415 -3.393 0.004 -0.574
Se -5.2325 2.9831 -3.2577 0.776 0.095 0.094
Se -5.2606 -0.9494 -3.6524 0.805 -0.173 0.065
Se -2.2378 0.8159 -1.3910 -2.574 1.249 -2.673
C -1.3481 -0.1082 3.4344 0.109 0.062 -0.351
C -2.0498 0.1690 2.0946 -0.960 -0.200 0.933
C -2.9374 1.4233 2.2186 0.280 0.015 -0.355
C -2.9424 -1.0281 1.7166 0.242 0.107 -0.296
N -1.0890 0.3464 1.0880 1.616 0.113 -1.038
H -2.0683 -0.1110 4.2482 -0.129 -0.025 0.097
H -0.6019 0.6620 3.6226 0.070 0.128 0.118
H -0.8478 -1.0734 3.3909 0.057 -0.142 0.058
H -3.7297 1.2518 2.9448 -0.060 -0.041 0.040
H -3.3993 1.6457 1.2559 -0.115 -0.051 0.029
H -2.3495 2.2922 2.5140 0.114 0.056 0.134
H -3.6946 -1.2105 2.4814 -0.065 0.012 0.083
H -2.3298 -1.9194 1.5728 0.016 -0.077 0.092
H -3.4518 -0.8161 0.7758 -0.129 -0.017 0.053

---

Entry 2:
60
Properties=species:S:1:pos:R:3:forces:R:3 method="wB97M-V/def2-TZVPD" charge=+1 e_tot_ha=-6084.8706 homo_ev=-11.415
Zn 0.0448 0.1808 0.1544 -0.010 0.058 -0.011
Se -7.2808 1.6235 -1.2620 0.007 -0.007 -0.004
N -5.9869 2.5671 -0.4912 -0.015 -0.009 -0.011
C -4.9109 1.8275 -0.5113 -0.003 -0.021 0.014
C -3.6297 2.2535 0.0392 -0.003 0.021 0.012
C -3.4372 3.4859 0.6693 0.024 0.004 0.002
C -2.1944 3.7963 1.1750 -0.019 -0.003 -0.010
C -1.1600 2.8746 1.0378 0.018 0.003 -0.004
N -1.3363 1.7077 0.4326 -0.032 -0.027 -0.031
C -2.5466 1.3876 -0.0551 0.014 -0.008 -0.003
C -2.6815 0.0597 -0.6756 0.028 0.003 0.024
N -1.5834 -0.7197 -0.7056 -0.024 0.004 0.000
C -1.6649 -1.9415 -1.2209 0.008 0.000 -0.002
C -2.8470 -2.4490 -1.7460 -0.011 0.008 0.000
C -3.9753 -1.6577 -1.7309 0.017 0.002 0.005
C -3.9013 -0.3755 -1.1843 -0.014 -0.009 -0.011
C -5.0461 0.5267 -1.1120 0.011 0.018 -0.028
N -6.2292 0.2256 -1.5762 -0.001 0.010 0.021
H -4.2708 4.1705 0.7535 -0.001 -0.003 0.001
H -2.0094 4.7352 1.6763 0.000 -0.001 0.001
H -0.1677 3.0775 1.4221 -0.005 -0.004 0.017
H -0.7591 -2.5340 -1.2058 -0.004 -0.002 0.000
H -2.8665 -3.4502 -2.1509 -0.002 0.001 -0.001
H -4.9194 -2.0084 -2.1263 -0.001 0.001 0.000
O 1.8695 0.2923 3.4970 -0.006 0.011 -0.020
C 1.7564 -0.1782 2.3870 0.049 -0.037 0.000
O 0.6199 -0.4837 1.8221 -0.016 -0.014 0.035
C 3.0314 -0.5060 1.6161 0.007 0.036 0.004
C 3.9953 -1.2219 2.3181 0.012 -0.009 -0.007
C 5.1981 -1.5701 1.7254 -0.009 0.004 -0.006
C 5.4732 -1.1754 0.4244 -0.010 0.005 0.007
C 4.5416 -0.4283 -0.2768 0.023 -0.012 -0.009
C 3.3191 -0.0949 0.3053 -0.052 0.023 0.033
P 2.1264 0.9035 -0.6202 0.023 -0.037 -0.022
C 2.6158 0.9229 -2.3542 -0.005 0.003 0.005
C 2.0173 0.0215 -3.2310 0.007 0.007 -0.001
C 2.4057 -0.0192 -4.5614 -0.002 -0.001 0.004
C 3.3868 0.8479 -5.0200 0.003 0.000 -0.005
C 3.9812 1.7548 -4.1519 -0.002 0.002 0.002
C 3.5992 1.7945 -2.8207 0.008 -0.008 -0.002
C 2.2522 2.6147 -0.0270 -0.004 0.009 -0.034
C 2.7800 2.9179 1.2242 0.006 -0.012 -0.002
C 2.7346 4.2255 1.6928 -0.001 -0.005 0.010
C 2.1722 5.2275 0.9173 -0.012 0.008 -0.010
C 1.6466 4.9273 -0.3349 0.006 0.001 0.003
C 1.6773 3.6244 -0.8030 0.004 0.007 0.012
H 3.7844 -1.4978 3.3423 0.001 -0.003 0.004
H 5.9254 -2.1444 2.2837 0.000 0.000 0.000
H 6.4131 -1.4386 -0.0417 0.000 0.000 0.001
H 4.7660 -0.1089 -1.2860 0.001 0.001 -0.002
H 1.2454 -0.6507 -2.8731 -0.001 -0.005 0.003
H 1.9409 -0.7219 -5.2398 0.000 0.000 0.000
H 3.6879 0.8205 -6.0587 -0.001 -0.001 0.000
H 4.7444 2.4312 -4.5128 0.000 0.000 0.001
H 4.0619 2.5032 -2.1447 0.004 -0.002 -0.002
H 3.2219 2.1468 1.8422 -0.005 -0.011 0.002
H 3.1463 4.4554 2.6662 0.000 0.001 0.002
H 2.1486 6.2455 1.2832 0.000 0.000 -0.001
H 1.2179 5.7097 -0.9475 -0.003 -0.002 0.004
H 1.2667 3.3936 -1.7798 -0.005 0.003 0.003

---

Entry 3:
104
Properties=species:S:1:pos:R:3:forces:R:3 method="wB97M-V/def2-TZVPD" charge=-1 e_tot_ha=-2194.3353 homo_ev=-2.387
Ba -0.3004 -0.4223 0.8261 -1.953 0.927 2.729
C 1.4670 -1.4310 4.7608 0.358 0.599 0.502
C 1.5670 -2.1042 3.4142 -1.245 -0.845 0.242
C 2.3358 -1.5229 2.3967 1.003 -1.316 -0.497
C 3.2721 -0.3446 2.6690 -0.931 0.282 -0.627
C 2.4442 -2.2367 1.1702 -0.067 -1.510 0.040
C 3.6290 -1.9524 0.2389 -0.463 -0.382 -0.475
C 1.6059 -3.3841 0.9046 0.055 0.675 1.742
C 1.4465 -3.8650 -0.5071 -1.924 0.465 0.456
C 0.8406 -3.9799 1.9720 0.364 0.008 -0.456
C 0.2047 -5.3965 1.7539 0.240 1.586 -1.710
C 0.8273 -3.3481 3.2401 0.207 1.232 -0.895
C -0.0377 -3.8710 4.3834 -0.724 -0.353 -0.078
H 2.3981 -1.4661 5.3734 -0.448 -0.358 -0.451
H 0.6455 -1.8444 5.3444 0.285 0.084 0.087
H 1.2788 -0.3533 4.6855 -0.084 -0.124 -0.304
H 4.0459 -0.6320 3.3704 0.389 -0.106 0.018
H 2.7153 0.4738 3.1155 -0.198 0.066 0.183
H 3.6764 0.1090 1.7415 -0.078 -0.516 0.528
H 4.4827 -1.6335 0.8311 -0.021 0.162 -0.070
H 3.3782 -1.1869 -0.4847 0.107 0.459 -0.055
H 3.9839 -2.8085 -0.3848 -0.589 0.289 0.746
H 2.3769 -3.9991 -1.0010 0.649 0.269 -0.770
H 0.7366 -3.0964 -0.9520 1.191 -0.838 -0.204
H 0.8948 -4.8086 -0.5611 0.171 0.127 0.067
H 0.1843 -5.9693 2.6204 -0.247 -0.701 1.825
H 0.8222 -5.9889 1.0908 0.443 0.093 -0.256
H -0.7833 -5.4539 1.2623 0.174 0.517 0.414
H 0.6184 -4.2040 5.1916 -0.191 0.320 0.303
H -0.6283 -4.7866 4.1282 0.483 0.896 -0.140
H -0.7930 -3.1067 4.7539 1.059 -0.894 -0.376
O 0.7135 1.6444 1.9060 0.386 -0.155 0.696
C 0.8110 2.9080 1.9416 -1.136 2.512 -0.919
C 1.6847 3.7031 2.7746 0.191 -1.630 0.344
C 1.9533 5.0337 2.6050 0.601 1.297 -0.386
C 1.3834 5.7813 1.5493 0.364 0.154 0.124
C 0.4162 5.1397 0.8104 -1.644 -1.733 0.363
C -0.0486 3.7685 1.0849 3.105 0.754 0.051
C -1.2209 3.3461 0.4301 -2.526 -2.523 -1.308
N -1.9580 2.2111 0.6849 4.577 1.694 1.783
N -3.2350 2.3650 0.7175 -4.547 -0.976 -1.474
C -3.9528 1.1979 0.9934 2.370 1.812 -1.498
O -3.3711 0.1305 1.3162 -0.934 -0.461 -0.121
C -5.4825 1.3141 0.8432 0.793 0.857 1.839
C -6.1734 0.2191 1.3359 -0.580 -1.039 -0.411
C -7.4929 0.2914 1.7439 -1.083 -0.218 0.432
C -8.2143 1.4891 1.6297 0.350 0.026 1.406
C -7.5781 2.5848 1.0483 0.542 0.571 -0.930
C -6.2001 2.5260 0.7035 -0.433 -0.343 -0.212
H 2.2337 3.1534 3.5451 -0.120 0.107 -0.103
H 2.6759 5.5768 3.2486 -0.441 -0.691 -0.254
H 1.7188 6.8264 1.3376 -0.510 -1.011 0.255
H -0.2236 5.6684 0.1025 0.364 0.096 -0.064
H -1.5660 3.9414 -0.4460 -0.444 0.400 1.133
H -5.6686 -0.7396 1.3968 0.242 0.220 0.252
H -7.9986 -0.5812 2.2323 0.664 0.796 -0.512
H -9.0861 1.6443 2.3139 0.259 -0.264 -1.369
H -8.1710 3.4954 0.7876 0.722 -0.639 0.671
H -5.6661 3.4187 0.3606 -0.244 -0.402 0.105
F 0.7620 -0.3256 -1.0437 1.702 0.259 -2.098
C -1.7166 -1.8314 -4.9328 -0.897 -1.321 -1.351
C -1.0566 -0.7974 -4.0782 0.285 0.810 0.439
N -0.8724 -1.3721 -2.7599 0.843 0.590 0.547
C -1.8487 -1.9977 -2.0404 0.732 -0.618 0.398
N -1.7347 -2.1388 -0.7566 0.429 0.636 -0.599
C -2.6980 -2.9131 -0.0230 0.335 0.170 1.655
C -3.2949 -4.0165 -0.8614 -1.057 0.098 0.004
C -3.8212 -3.4096 -2.1360 0.037 0.816 -0.168
N -2.7896 -2.6280 -2.7749 -0.270 -0.121 -0.966
C -3.0010 -2.2155 -4.1464 -0.092 1.467 -0.206
H -1.0772 -2.7119 -5.0867 0.078 0.201 0.317
H -1.9925 -1.5186 -5.9947 0.160 0.025 1.473
H -1.6550 0.1350 -4.0234 -0.098 -0.366 -0.119
H -0.0799 -0.4430 -4.4320 -0.091 -0.437 -0.034
H -0.1208 -0.9465 -2.1672 -0.597 -0.183 -0.303
H -3.4432 -2.2393 0.4678 0.187 -0.401 -0.588
H -2.1160 -3.3186 0.8536 -0.643 -0.070 -0.626
H -4.1963 -4.4868 -0.4107 0.940 -0.136 0.158
H -2.5084 -4.7120 -1.1463 -0.078 -0.422 0.253
H -4.7232 -2.8102 -1.9497 0.040 0.057 0.108
H -4.0905 -4.1700 -2.8412 -0.309 -0.644 -0.399
H -3.5123 -1.2348 -4.1531 -0.534 -0.339 0.100
H -3.6822 -2.9356 -4.5747 0.141 -0.284 -0.585
C 5.6981 4.2085 -2.2980 -0.743 0.020 0.962
N 5.0479 3.2041 -1.4319 1.117 0.134 -0.138
C 5.7671 2.8083 -0.2319 0.429 0.573 0.074
C 3.9838 2.4108 -1.7308 -0.302 -2.173 1.278
N 3.7115 1.3972 -0.9280 0.450 1.638 -1.274
N 3.3135 2.6552 -2.9176 1.124 0.066 0.363
C 2.7162 3.9365 -3.1378 -0.289 0.643 -0.677
C 2.5513 1.5864 -3.4688 -2.005 -0.374 -0.728
H 6.7818 4.0968 -2.2501 0.014 -0.240 -0.109
H 5.4815 5.2167 -1.8493 0.090 -0.610 -0.789
H 5.3659 4.1177 -3.3413 0.044 0.141 0.447
H 6.4026 3.6314 0.0657 -0.014 0.529 0.214
H 6.4860 1.9699 -0.3242 -0.724 -0.079 -0.364
H 5.0332 2.6086 0.5381 0.130 -0.210 0.225
H 2.7947 1.0696 -1.1957 -0.331 -0.488 0.095
H 3.2652 4.7969 -2.6777 -0.848 -0.976 -0.074
H 1.6205 3.8931 -2.9674 0.462 0.409 0.703
H 2.7774 4.0420 -4.2066 0.026 0.710 -0.773
H 3.0428 0.6043 -3.4920 0.008 0.477 0.420
H 2.2653 1.8162 -4.5198 0.490 0.114 0.405
H 1.5448 1.5237 -2.9693 0.727 -0.416 -0.082